The following is a DFT calculation (ωB97M-V/def2-TZVPD) of a molecular structure, C31H23BrClIrN5O.

The net charge is +2. Its multiplicity is 2. The frontier orbital gap (alpha / beta) is 0.1177 / 0.1187 Ha. The value obtained for the HOMO energy (alpha / beta) is -11.84 / -11.86 eV. The value obtained for the LUMO energy (alpha / beta) is -8.634 / -8.634 eV. The calculation puts the total energy at -127404.2915 eV. As for the expectation value of S²: 0.8060.

Each line ends with the Löwdin spin population.
Atoms and positions in Å:
Ir1 -1.960 0.280 -0.698  0.743
Br1 3.602 1.240 5.239  0.004
Cl1 2.115 -2.046 -3.465  0.000
O1 -3.020 -0.650 0.587  0.115
N1 -0.836 -3.876 4.436  0.001
N2 -3.695 1.384 -0.804  -0.007
N3 -1.599 1.530 -2.491  0.007
N4 0.292 -3.826 4.966  0.051
N5 -0.489 -1.156 0.340  -0.017
C1 -2.715 -2.896 3.409  -0.033
C2 0.390 -1.347 5.019  0.010
C3 0.779 -3.006 2.085  0.010
C4 5.056 1.241 -2.468  0.000
C5 5.405 0.133 -3.265  0.000
C6 -0.538 -2.611 2.330  -0.003
C7 -3.303 -2.056 2.475  0.046
C8 3.794 1.331 -1.991  0.000
C9 3.225 -0.813 -3.108  0.000
C10 1.004 -2.601 5.035  -0.002
C11 0.772 -1.535 0.205  0.010
C12 1.551 0.447 -1.839  0.001
C13 -4.829 4.170 -3.034  -0.002
C14 -1.590 3.377 -4.662  0.013
C15 -2.523 -1.452 1.501  -0.038
C16 -2.677 3.349 -3.769  0.000
C17 1.434 -2.455 1.012  -0.011
C18 -4.820 3.232 -1.985  0.002
C19 1.166 -0.205 5.099  -0.002
C20 -1.146 -1.731 1.404  0.005
C21 -3.763 2.380 -1.838  -0.001
C22 4.505 -0.889 -3.579  0.000
C23 -0.577 2.485 -4.475  -0.001
C24 -2.656 2.412 -2.709  0.006
C25 2.818 0.316 -2.297  0.000
C26 -1.339 -3.113 3.414  0.056
C27 2.548 -0.322 5.183  0.012
C28 -3.781 4.223 -3.908  0.002
C29 -0.640 1.597 -3.393  0.012
C30 2.382 -2.708 5.200  0.011
C31 3.162 -1.564 5.249  -0.002
H1 0.707 0.773 5.109  0.000
H2 1.341 -1.120 -0.608  0.001
H3 0.272 2.436 -5.142  0.000
H4 5.791 2.001 -2.247  0.000
H5 -1.582 4.083 -5.482  0.001
H6 2.451 -2.731 0.771  -0.001
H7 -4.367 -1.863 2.485  0.003
H8 4.235 -1.633 5.357  0.000
H9 6.414 0.065 -3.654  0.000
H10 1.270 1.296 -1.224  0.001
H11 -5.655 3.181 -1.297  0.000
H12 -4.434 0.689 -0.922  -0.001
H13 0.163 0.886 -3.322  0.000
H14 2.826 -3.691 5.279  0.000
H15 -3.300 -3.370 4.184  -0.002
H16 3.487 2.168 -1.376  0.000
H17 0.772 -0.267 -2.073  0.000
H18 -3.777 4.935 -4.722  0.000
H19 -5.672 4.837 -3.146  0.000
H20 1.263 -3.748 2.704  0.001
H21 -3.836 1.797 0.117  0.000
H22 4.813 -1.728 -4.186  0.000
H23 -0.688 -1.264 4.985  0.001